Entry 1:
C66H57AsCl3NO2P2SZn as an isolated structure, computed with ωB97M-V/def2-TZVPD.

Calculated values
- Charge: 0
- LUMO energy: 0.129 eV
- HOMO level: -6.89 eV
- F_max: 0.0164 Eh/bohr

```
134
Properties=species:S:1:pos:R:3:forces:R:3:lowdin_charge:R:1
Zn 0.3440 -0.0673 -0.6668 -0.5210 -0.4957 -0.4433 0.610
O 3.1371 -2.1697 0.9830 0.0946 -0.1997 -0.1022 -0.473
S 2.4551 -1.0300 1.6348 0.0026 0.3192 0.1912 0.840
C 3.7058 -0.2042 2.6477 -0.2127 0.2340 0.0661 -0.384
C 4.8023 -0.9624 3.0390 -0.0414 -0.2029 -0.1060 -0.072
C 5.7675 -0.3991 3.8513 0.0432 0.0363 0.0363 -0.059
C 5.6384 0.9218 4.2675 0.0258 0.0454 0.0184 -0.058
C 4.5615 1.6807 3.8470 -0.0116 -0.0983 -0.0383 -0.087
C 3.5757 1.1346 3.0189 -0.0109 -0.0499 -0.0103 -0.377
P 2.1169 2.1471 2.5056 0.0150 0.0148 0.1736 1.127
C 2.9259 3.5821 1.6955 -0.0581 -0.1439 -0.0365 -0.375
C 2.1134 4.6748 1.3824 -0.0326 -0.0631 -0.0677 -0.125
C 2.6418 5.7920 0.7559 -0.0456 0.0263 -0.0071 -0.080
C 3.9824 5.8199 0.3976 0.0322 -0.0078 0.0149 -0.086
C 4.7800 4.7128 0.6418 0.0139 -0.0039 -0.0130 -0.079
C 4.2566 3.5978 1.2839 -0.0309 0.0402 0.0236 -0.090
C 1.7080 2.7903 4.1957 0.0267 -0.0222 -0.1353 -0.354
C 1.6369 4.1310 4.5579 0.0326 -0.0435 0.0248 -0.081
C 1.2987 4.4944 5.8570 -0.0241 0.0186 0.0012 -0.080
C 1.0299 3.5278 6.8111 0.0294 0.0332 0.0167 -0.090
C 1.0970 2.1865 6.4587 -0.0467 -0.0355 0.0165 -0.079
C 1.4263 1.8250 5.1643 -0.0830 -0.0201 -0.0324 -0.106
C 1.4009 -1.7339 2.9258 -0.0925 -0.1037 -0.2386 -0.344
C 1.7174 -1.7125 4.2765 0.0040 0.0522 -0.0603 -0.078
C 0.8816 -2.3319 5.1928 0.0118 -0.0019 0.0569 -0.062
C -0.2613 -2.9744 4.7539 -0.0457 -0.0176 0.0337 -0.056
C -0.5831 -2.9916 3.4041 0.0736 0.0358 -0.0599 -0.057
C 0.2398 -2.3825 2.4583 0.0744 0.1959 -0.0051 -0.341
P -0.1914 -2.4080 0.6471 0.0702 -0.2788 0.6203 1.123
C -1.9131 -3.0497 0.7394 0.0143 0.1902 -0.0621 -0.369
C -2.9586 -2.1384 0.8834 0.0402 -0.1011 0.1269 -0.090
C -4.2639 -2.5851 1.0281 -0.0412 0.0625 0.0703 -0.075
C -4.5398 -3.9439 1.0208 0.0439 -0.0296 0.0108 -0.079
C -3.5054 -4.8559 0.8559 -0.0159 -0.0204 -0.0179 -0.071
C -2.1984 -4.4141 0.7113 0.0521 -0.0033 0.0084 -0.078
C 0.7011 -3.8829 0.0593 0.0365 0.1065 -0.0833 -0.372
C 1.4417 -4.7224 0.8838 -0.0399 -0.0311 -0.0275 -0.086
C 2.0233 -5.8665 0.3567 0.0051 -0.0064 0.0245 -0.072
C 1.8640 -6.1791 -0.9859 0.0229 0.0181 -0.0109 -0.079
C 1.1425 -5.3306 -1.8145 0.0010 -0.0222 -0.0138 -0.070
C 0.5680 -4.1820 -1.2941 -0.0206 0.0030 0.0159 -0.105
H 4.8773 -1.9901 2.7028 -0.0188 0.0337 -0.0275 0.116
H 6.6183 -0.9883 4.1687 -0.0152 -0.0058 -0.0079 0.109
H 6.3805 1.3616 4.9220 0.0143 -0.0105 -0.0318 0.109
H 4.4699 2.7121 4.1651 -0.0088 -0.0013 0.0088 0.119
H 1.0540 4.6384 1.6135 0.0065 0.0377 0.0414 0.110
H 2.0033 6.6392 0.5379 0.0043 -0.0230 0.0025 0.106
H 4.4008 6.6976 -0.0779 -0.0155 -0.0199 -0.0361 0.103
H 5.8188 4.7127 0.3361 -0.0127 0.0053 -0.0017 0.104
H 4.8932 2.7402 1.4555 0.0161 0.0068 0.0394 0.099
H 1.8628 4.9083 3.8438 0.0083 0.0269 -0.0716 0.088
H 1.2448 5.5440 6.1191 0.0241 -0.0169 -0.0081 0.104
H 0.7745 3.8148 7.8233 -0.0148 -0.0035 -0.0225 0.102
H 0.8812 1.4202 7.1936 0.0203 0.0022 -0.0135 0.103
H 1.4687 0.7737 4.9039 -0.0440 0.0357 -0.0114 0.078
H 2.6102 -1.2124 4.6234 0.0654 -0.0055 -0.0308 0.104
H 1.1266 -2.3080 6.2471 0.0162 -0.0167 -0.0152 0.111
H -0.9096 -3.4725 5.4639 -0.0224 0.0385 -0.0194 0.111
H -1.4901 -3.4861 3.0891 -0.0183 -0.0242 -0.0241 0.103
H -2.7567 -1.0762 0.8888 0.0220 0.1343 -0.0233 0.100
H -5.0634 -1.8616 1.1327 0.0297 -0.0170 0.0066 0.113
H -5.5573 -4.2963 1.1382 0.0059 0.0181 -0.0103 0.103
H -3.7148 -5.9184 0.8429 0.0071 0.0134 -0.0091 0.105
H -1.3997 -5.1345 0.5891 -0.0130 0.0040 -0.0113 0.107
H 1.5725 -4.4879 1.9317 0.0125 -0.0028 -0.0067 0.104
H 2.6085 -6.5145 0.9970 -0.0256 0.0006 0.0084 0.104
H 2.3103 -7.0807 -1.3864 0.0143 0.0233 -0.0110 0.102
H 1.0312 -5.5543 -2.8682 0.0000 0.0113 0.0133 0.097
H 0.0175 -3.5093 -1.9387 -0.0023 -0.0088 -0.0387 0.062
Cl 5.5006 -1.3076 -5.6811 0.0490 -0.0153 -0.0210 0.655
C 4.1293 -1.2865 -4.6138 -0.0531 -0.0366 -0.0050 -0.688
C 4.1574 -0.5032 -3.4773 0.0537 0.0434 0.0913 -0.131
C 3.0461 -0.4928 -2.6584 -0.2173 -0.1717 -0.1594 -0.537
Cl 3.0371 0.5021 -1.2364 0.1777 0.1564 0.2806 0.783
C 1.8631 -1.2083 -2.9227 0.0338 0.0432 0.0189 -0.458
O 0.8081 -1.1606 -2.1652 0.1393 -0.0169 -0.0755 -0.245
C 1.8997 -1.9820 -4.1027 0.1045 0.0976 0.0957 -0.563
Cl 0.4784 -2.8527 -4.5670 -0.1067 -0.0353 -0.0261 0.745
C 3.0079 -2.0377 -4.9247 -0.0348 0.0555 -0.0247 -0.142
H 5.0271 0.0902 -3.2323 -0.0048 -0.0115 0.0044 0.109
H 2.9833 -2.6460 -5.8178 0.0020 0.0158 -0.0061 0.108
C 1.5630 0.5582 -7.0122 -0.0557 -0.0197 0.0888 -0.040
C 0.6811 0.8879 -5.8373 -0.0337 -0.0398 -0.0653 -0.265
C 1.1677 1.5725 -4.7350 -0.0233 0.0181 0.0110 -0.021
C 0.3420 1.9059 -3.6674 0.0050 0.1673 0.0790 -0.294
C 0.8887 2.8123 -2.5904 0.0282 -0.0915 0.0292 -0.102
C -1.0052 1.5047 -3.6611 0.1264 -0.2365 0.1284 -0.292
As -2.0311 2.0008 -2.0479 -0.2095 -0.0001 -0.0734 1.351
N -1.1146 1.1829 -0.6093 0.2694 -0.0284 0.2001 -0.292
C -1.6590 1.4943 0.6352 -0.0640 0.3488 0.1579 -0.411
C -1.2206 0.8489 1.8075 -0.0382 -0.0413 -0.1739 -0.129
C -1.8039 1.0528 3.0451 0.0448 -0.0688 0.0143 -0.102
C -2.8472 1.9520 3.1967 -0.0347 0.0698 0.0210 -0.114
C -3.2525 2.6673 2.0778 -0.0052 -0.0125 0.0788 -0.097
C -2.6701 2.4621 0.8389 0.0818 -0.1566 -0.1415 -0.086
C -3.6224 0.8099 -2.0013 0.0263 -0.0904 -0.0755 -0.280
C -4.8784 1.4129 -1.8271 0.1090 0.1270 -0.0856 -0.289
C -5.0909 2.9121 -1.8536 0.0312 -0.1687 0.0444 -0.086
C -6.0115 0.6213 -1.6537 -0.0204 -0.0286 0.0471 -0.018
C -5.9461 -0.7611 -1.6753 -0.0505 -0.0035 -0.0113 -0.271
C -7.1738 -1.6153 -1.5011 0.1021 0.0516 -0.0257 -0.044
C -4.7079 -1.3467 -1.8977 0.0211 0.0179 -0.0280 -0.034
C -3.5501 -0.5943 -2.0511 -0.0132 -0.0266 -0.0794 -0.269
C -2.2816 -1.3625 -2.3027 -0.0078 0.1320 -0.0378 -0.066
C -1.5371 0.9319 -4.8298 -0.0732 -0.0122 0.0390 -0.266
C -3.0114 0.7102 -5.0814 0.1373 -0.0812 0.0753 -0.040
C -0.6775 0.6079 -5.8743 0.0532 0.0450 0.0379 -0.024
H 2.5952 0.4004 -6.7011 0.0246 -0.0005 -0.0049 0.066
H 1.5487 1.3752 -7.7373 0.0265 -0.0171 -0.0181 0.084
H 1.2107 -0.3419 -7.5178 0.0358 0.0011 -0.0066 0.079
H 2.2104 1.8754 -4.7086 -0.0152 0.0183 -0.0056 0.124
H 1.7315 3.3859 -2.9765 0.0280 -0.0229 0.0089 0.084
H 1.2338 2.2736 -1.7091 -0.0678 0.1306 -0.0104 -0.005
H 0.1213 3.5130 -2.2599 0.0262 0.0810 0.0436 0.047
H -0.3984 0.1526 1.7405 0.1745 -0.1138 0.0155 0.021
H -1.4394 0.4882 3.8975 0.0404 0.0328 -0.0166 0.101
H -3.3135 2.1061 4.1609 -0.0017 0.0090 -0.0183 0.093
H -4.0447 3.4027 2.1676 0.0405 0.0095 -0.0143 0.100
H -2.9871 3.0742 0.0073 -0.1264 -0.0020 0.0068 0.040
H -4.2813 3.4252 -2.3651 -0.0270 0.1001 0.0136 0.033
H -5.1615 3.3105 -0.8385 0.0194 0.0316 -0.0126 0.075
H -6.0249 3.1455 -2.3655 -0.0006 0.0070 0.0141 0.077
H -6.9710 1.1086 -1.5073 0.0097 -0.0109 -0.0138 0.116
H -8.0252 -1.0210 -1.1709 -0.0118 -0.0205 -0.0061 0.075
H -6.9930 -2.4030 -0.7667 -0.0308 -0.0060 -0.0074 0.067
H -7.4373 -2.1001 -2.4433 -0.0414 -0.0160 0.0240 0.083
H -4.6340 -2.4296 -1.9543 0.0024 0.0213 0.0154 0.126
H -2.4641 -2.1825 -3.0010 -0.0106 0.0051 0.0005 0.093
H -1.9162 -1.8123 -1.3788 -0.0275 0.0534 -0.1143 0.027
H -1.4849 -0.7527 -2.7087 0.0465 0.0238 -0.0963 0.028
H -3.6335 1.3706 -4.4861 -0.0787 -0.0011 0.0286 0.062
H -3.3081 -0.3188 -4.8693 -0.0502 0.0082 0.0789 0.085
H -3.2253 0.9042 -6.1331 0.0125 -0.0184 0.0068 0.081
H -1.0959 0.1340 -6.7575 0.0057 0.0355 -0.0069 0.121
```
Positions in Å, forces in eV/Å.

***

Entry 2:
C45H58BrCl2N3O3PPd as an isolated structure, computed with ωB97M-V/def2-TZVPD.

Calculated values
- Charge: +1
- LUMO energy: -3.298 eV
- HOMO level: -9.45 eV
- F_max: 0.0162 Eh/bohr
- Relative energy (zero: lowest compared OMol25 entry of this formula, charge and spin): 10.05 kJ/mol

```
114
Properties=species:S:1:pos:R:3:forces:R:3:lowdin_charge:R:1
Pd -0.3183 -0.1000 -0.3595 -0.7650 -0.3327 0.0183 0.872
O 0.0553 -0.2572 1.7748 -0.1495 0.2451 -0.3656 -0.208
C 0.3420 -1.5695 2.2915 0.1125 -0.1133 -0.0170 -0.222
C -0.9563 -2.3019 2.5416 -0.0539 -0.0272 0.0425 -0.151
C -1.8474 -2.3811 1.2959 -0.0475 0.1229 -0.0046 -0.143
C -1.1362 -3.0428 0.1611 0.0617 -0.0094 -0.1270 -0.300
C -1.3449 -4.3817 -0.1414 0.0334 0.0312 -0.0088 -0.012
C -0.6450 -4.9676 -1.1792 -0.0514 -0.1072 0.0490 -0.036
C 0.2763 -4.2071 -1.8782 0.1145 0.1049 0.0232 -0.030
C 0.4528 -2.8858 -1.5149 -0.0474 -0.1133 0.2199 -0.116
N -0.2484 -2.3015 -0.5274 0.1142 -0.2608 -0.2829 0.032
H 0.9192 0.1913 1.5724 0.2690 0.0519 0.0734 0.045
H 0.9133 -1.4603 3.2156 -0.0361 0.0607 0.0062 0.141
H 0.9664 -2.1000 1.5736 0.0624 -0.0211 0.0397 0.070
H -1.5180 -1.8205 3.3452 0.0466 0.0313 0.0173 0.123
H -0.7016 -3.3089 2.8830 -0.0814 0.0263 0.0116 0.098
H -2.1275 -1.3738 0.9793 -0.0576 0.0022 0.0247 0.067
H -2.7757 -2.9036 1.5261 0.0560 -0.1090 0.0155 0.127
H -2.0563 -4.9502 0.4423 -0.0109 0.0136 -0.0047 0.126
H -0.8096 -6.0074 -1.4311 0.0128 0.0040 0.0008 0.120
H 0.8667 -4.6263 -2.6818 0.0029 0.0077 0.0256 0.118
H 1.1941 -2.2621 -1.9896 0.0124 -0.0300 -0.0195 0.088
C 0.3527 5.2599 2.3513 -0.0211 0.0595 0.0208 -0.201
C 0.9829 5.2567 0.9640 0.0238 -0.0156 -0.0695 -0.174
C 0.2296 4.3261 -0.0160 0.0322 -0.0130 0.0219 -0.179
C -0.6060 3.2876 0.7442 -0.1636 0.1652 0.0991 -0.397
C 0.2334 2.7557 1.9134 -0.1159 0.0888 0.0689 -0.204
C 0.3992 3.8594 2.9721 0.0042 -0.0223 -0.0092 -0.169
P -1.3699 1.9608 -0.2618 0.3378 -0.2432 0.2533 1.082
C -1.7218 2.4877 -1.9859 -0.1676 0.1993 -0.0647 -0.417
C -0.4764 2.8690 -2.8012 0.0001 -0.0477 0.0072 -0.207
C -0.7721 2.6493 -4.2907 -0.0289 -0.0171 -0.0292 -0.167
C -2.2275 3.0178 -4.6297 0.0170 0.0287 -0.0216 -0.184
C -2.7314 4.0930 -3.6744 -0.0284 0.0371 0.0323 -0.180
C -2.7886 3.5775 -2.2221 0.0245 -0.0142 -0.0659 -0.180
C -2.9761 1.6445 0.5945 -0.1442 0.1103 -0.0517 -0.390
C -3.9606 2.8562 0.5924 -0.0363 -0.0907 -0.0719 -0.191
C -4.6637 3.0636 1.9335 -0.0142 0.0500 0.0085 -0.199
C -5.2377 1.7547 2.4583 0.0007 -0.0091 -0.0053 -0.179
C -4.1286 0.6922 2.6130 0.0251 -0.0576 0.0008 -0.171
C -2.7901 1.1566 2.0385 -0.0124 0.0952 0.0170 -0.221
H -0.6816 5.6099 2.2785 -0.0080 -0.0059 -0.0050 0.111
H 0.8629 5.9738 2.9986 0.0001 0.0080 -0.0107 0.113
H 2.0235 4.9329 1.0456 -0.0127 -0.0237 0.0264 0.117
H 1.0088 6.2671 0.5550 0.0184 -0.0004 -0.0029 0.111
H 0.9589 3.8057 -0.6387 0.0102 -0.0001 -0.0327 0.107
H -0.4049 4.9114 -0.6851 -0.0278 0.0088 0.0580 0.103
H -1.4874 3.7818 1.1772 0.0453 0.0612 -0.0816 0.111
H 1.1947 2.4441 1.5161 0.1342 0.0339 -0.0317 0.095
H -0.2094 1.8719 2.3630 -0.0380 0.0608 0.0607 0.080
H 1.3538 3.7143 3.4822 -0.0087 -0.0052 0.0040 0.115
H -0.3769 3.7665 3.7364 -0.0069 0.0154 -0.0101 0.109
H -2.1125 1.5539 -2.4067 -0.0468 0.1385 0.0300 0.055
H 0.4098 2.3189 -2.4910 0.0054 0.0864 0.0227 0.080
H -0.2516 3.9194 -2.6240 -0.0040 0.0108 -0.0039 0.104
H -0.5758 1.6077 -4.5638 -0.0655 0.1182 -0.0164 0.083
H -0.0878 3.2588 -4.8841 0.0211 0.0018 0.0118 0.120
H -2.8746 2.1373 -4.5634 0.0012 -0.0086 0.0350 0.111
H -2.2953 3.3647 -5.6608 -0.0069 -0.0190 -0.0083 0.113
H -3.7215 4.4434 -3.9671 0.0052 0.0008 -0.0122 0.115
H -2.0708 4.9617 -3.7373 0.0099 -0.0092 -0.0042 0.118
H -3.7769 3.1663 -2.0268 -0.0214 -0.0123 0.0091 0.101
H -2.6506 4.4179 -1.5396 0.0249 -0.0018 0.0119 0.105
H -3.4117 0.8216 0.0151 -0.0462 0.0286 0.0662 0.074
H -4.7257 2.6787 -0.1655 0.0134 0.0191 -0.0200 0.111
H -3.4615 3.7812 0.3079 0.0276 0.0183 0.0272 0.086
H -5.4560 3.8021 1.7993 -0.0025 -0.0055 0.0059 0.118
H -3.9734 3.4922 2.6647 0.0035 -0.0049 0.0024 0.113
H -6.0068 1.4040 1.7652 0.0209 -0.0023 -0.0196 0.113
H -5.7415 1.9220 3.4102 -0.0058 -0.0089 -0.0013 0.110
H -4.4178 -0.2350 2.1084 -0.0195 0.0031 0.0146 0.107
H -3.9901 0.4370 3.6649 0.0183 0.0049 0.0000 0.114
H -2.0609 0.3598 2.1039 0.0787 -0.0859 -0.0191 0.064
H -2.3880 1.9724 2.6456 -0.0354 -0.0136 -0.0123 0.112
Cl 5.1955 -3.9247 -1.9563 -0.0170 -0.0303 0.0363 0.717
C 4.1796 -4.9622 -1.0022 0.1129 0.0303 -0.0699 -0.580
C 4.0283 -6.2784 -1.3943 -0.0298 -0.0575 0.0212 -0.108
C 3.2230 -7.1265 -0.6486 0.0316 0.0368 -0.0299 -0.078
C 2.5312 -6.6280 0.4404 -0.0489 0.0369 -0.0124 -0.114
C 2.6607 -5.2925 0.7904 0.0135 -0.0013 -0.0646 -0.564
Cl 1.5905 -4.6929 2.0215 0.1172 -0.0498 0.0219 0.801
C 3.5447 -4.4278 0.1281 -0.0019 0.0902 0.1480 -0.293
N 3.7597 -3.0937 0.4655 -0.1367 0.0212 0.2429 0.080
C 4.0509 -2.5542 1.7254 -0.0101 -0.2105 -0.4807 -0.211
C 4.3199 -3.3517 2.8336 -0.0646 -0.0611 0.1351 -0.060
C 4.5398 -2.7798 4.0779 -0.0275 0.1535 -0.0369 -0.080
C 4.5176 -1.3981 4.2316 -0.0319 -0.1659 -0.1322 -0.091
C 4.3438 -0.6079 3.1022 0.0843 -0.0608 0.1340 -0.046
C 4.1454 -1.1587 1.8436 0.0652 0.0981 0.0799 -0.160
C 4.1485 -0.2437 0.6392 0.3287 0.1475 0.1993 -0.047
C 2.8009 -0.1620 -0.0224 -0.4589 0.2005 -0.0101 -0.622
O 2.5315 -0.9662 -0.9304 0.0362 -0.1477 -0.4157 -0.046
O 1.9707 0.7027 0.4098 0.3965 0.0838 0.1073 -0.109
H 4.5623 -6.6341 -2.2641 -0.0044 -0.0032 -0.0004 0.107
H 3.1240 -8.1668 -0.9258 0.0000 -0.0001 -0.0051 0.110
H 1.8585 -7.2545 1.0102 0.0105 -0.0018 -0.0063 0.105
H 3.6400 -2.4294 -0.2930 0.0155 -0.0270 0.0070 0.078
H 4.3593 -4.4279 2.7209 -0.0357 0.0273 0.0222 0.103
H 4.7334 -3.4219 4.9273 0.0040 0.0068 0.0055 0.106
H 4.6776 -0.9436 5.1992 0.0116 -0.0085 0.0107 0.099
H 4.4087 0.4712 3.1843 -0.0121 -0.0078 0.0225 0.113
H 4.8879 -0.5657 -0.0995 -0.0301 -0.1145 0.0586 0.133
H 4.4309 0.7482 0.9855 -0.0029 0.0459 -0.0495 0.120
Br -3.0579 -1.1360 -2.2355 0.0220 -0.0290 0.0532 0.885
C -1.3838 -0.8854 -3.0579 -0.3185 0.1136 -0.1366 -0.727
C -1.1927 -1.4057 -4.3241 0.0541 0.0560 -0.0152 -0.086
C 0.0384 -1.2134 -4.9268 0.0415 -0.0604 -0.0692 -0.023
C 1.0176 -0.4951 -4.2604 -0.0465 0.0007 0.0614 -0.021
C 0.7320 0.0036 -3.0065 0.0332 0.0629 -0.1707 -0.146
N -0.4586 -0.1840 -2.4071 0.4026 -0.3506 0.2436 -0.103
H -1.9875 -1.9514 -4.8093 -0.0060 -0.0039 0.0140 0.112
H 0.2269 -1.6224 -5.9107 -0.0039 0.0077 -0.0016 0.125
H 1.9928 -0.3244 -4.6918 0.0015 0.0145 0.0014 0.129
H 1.4580 0.5684 -2.4465 0.0925 -0.1344 0.1086 0.110
```
Positions in Å, forces in eV/Å.

***

Entry 3:
One molecule with the formula C2H5NO2S, computed with ωB97M-V/def2-TZVPD.

Calculated values
- Charge: 0
- LUMO energy: 0.119 eV
- HOMO level: -9.76 eV
- SMILES: O=[N+]([O-])CCS
- F_max: 0.0749 Eh/bohr
- Relative energy (zero: lowest compared OMol25 entry of this formula, charge and spin): 361.93 kJ/mol

```
11
Properties=species:S:1:pos:R:3:forces:R:3:lowdin_charge:R:1
O -1.0077 0.7195 -1.9212 -1.0786 -0.8767 -3.3531 0.117
N -1.0050 1.1331 -0.8280 1.5626 1.9978 2.9008 -0.427
O -1.6682 2.0529 -0.3333 0.1367 -1.1839 -0.9856 0.058
C 0.0709 0.5727 0.0507 -0.1271 0.4166 3.1714 -0.193
C -0.0119 -0.9289 0.2416 -2.0327 -0.4428 1.8933 -0.576
S 1.2861 -1.4812 1.3765 -0.1962 0.0162 0.3835 0.715
H 1.1537 0.8307 -0.1875 -1.7806 0.2074 -0.3480 0.146
H -0.2532 1.0414 1.0145 1.0463 -0.2963 -0.6146 0.127
H -1.0387 -1.3348 0.7433 2.3622 1.1624 -1.5528 0.141
H 0.2200 -1.3915 -0.6680 -0.3629 -0.9908 -1.3757 0.037
H 2.2540 -1.2138 0.5114 0.4703 -0.0099 -0.1191 -0.146
```
Positions in Å, forces in eV/Å.